Record 1
ORCA calculation (ωB97M-V/def2-TZVPD) on a 2-piece molecular cluster, C12H24N2O6 overall.

XYZ file:
```
44
Properties=species:S:1:pos:R:3:forces:R:3
C -1.53856 -0.32839 -0.42186 -0.17 1.38 -1.01
N -5.59442 -2.45378 0.01241 0.11 0.22 -0.16
H -1.96451 -1.31013 1.97826 0.31 0.00 0.04
C 3.73292 -1.79814 0.23078 -0.28 -0.25 0.23
H -6.56198 -0.20483 0.61166 -0.15 0.16 0.20
H -3.50203 -2.05676 1.62985 -0.28 0.08 -0.13
C 3.35766 4.03446 0.49026 0.10 0.03 -0.03
O 1.77634 -0.45816 0.66682 -0.46 0.09 -0.04
H 1.00137 -0.21537 -1.18811 -0.31 -0.01 -0.32
H 1.72823 -2.16029 -0.51712 -0.19 0.04 -0.16
O -0.43844 -0.72325 0.22926 -0.53 0.15 -0.07
N -2.72212 -0.84188 0.11839 0.71 -0.86 -0.14
C -3.68970 -1.21748 -0.91328 -0.71 0.27 -0.37
O 4.27122 1.88958 0.09910 0.02 0.04 0.00
C -2.54260 -1.78954 1.19970 -0.20 0.16 0.08
H 4.11235 -0.80876 0.45213 0.16 0.22 -0.14
H 4.17796 -2.49097 0.93709 0.11 -0.10 0.13
H 2.50092 4.54070 0.93208 -0.02 -0.01 -0.01
H 2.67552 2.16472 1.36773 0.01 0.02 0.05
C 3.17182 3.67985 -0.98323 -0.09 -0.04 0.02
C 2.20755 -1.78404 0.38248 0.83 -0.25 -0.02
H -3.19225 -4.27939 1.24275 0.18 -0.06 0.20
H 3.34229 4.51397 -1.66180 0.02 0.01 0.00
H 2.16009 3.30384 -1.15346 0.00 0.00 -0.01
H 3.89723 1.83942 -1.92802 0.01 -0.04 0.02
C 4.18685 2.55829 -1.16027 0.08 0.04 0.04
H 4.03990 -2.12158 -0.75659 0.09 0.17 -0.24
H -3.43025 -2.13426 -1.43925 0.28 -0.25 0.17
H -4.93315 -3.21008 -0.15982 0.05 -0.03 0.01
C -5.08572 -1.34561 -0.35260 -0.26 -0.40 0.27
H -6.59625 -0.10830 -1.12232 -0.03 0.24 -0.25
C -5.93283 -0.10797 -0.26336 0.10 -0.45 0.26
H -5.34650 0.80025 -0.22216 0.07 0.21 -0.06
H 4.23358 4.67517 0.61406 0.00 0.00 0.01
O -1.84470 -2.97738 0.86934 0.10 -0.23 0.17
H 1.93321 -2.45071 1.19331 -0.35 0.06 0.20
O -2.76066 -3.98572 0.42804 -0.17 0.23 -0.30
H 5.17654 2.95467 -1.41239 -0.02 0.02 -0.05
H -3.71775 -0.43086 -1.65691 0.24 0.23 -0.07
H 4.24438 2.70681 1.99304 0.03 -0.04 -0.01
C 3.61414 2.66490 1.10437 -0.13 -0.08 -0.03
H 0.61868 1.03481 0.04819 -0.09 0.22 -0.13
O -1.52212 0.45291 -1.36931 0.06 -1.11 1.08
C 0.75579 -0.02071 -0.14923 0.80 -0.04 0.58
```
Forces are in eV/Å.

multiplicity = 1
total charge = 0
HOMO energy = -9.5 eV
energy above the lowest of the compared OMol25 structures with the same formula, charge and spin = 5.548 eV
structure (SMILES) = [H]/N=C(/C)CN(COO)C(=O)OCOCC.C1CCOC1



Record 2
ORCA calculation (ωB97M-V/def2-TZVPD) on the molecule C18H20N2O3.

XYZ file:
```
43
Properties=species:S:1:pos:R:3:forces:R:3
N -0.50430 -0.20043 -0.15270 -0.28 -0.75 0.47
O 2.99810 -0.46939 -0.79588 0.72 -0.95 -0.58
H 4.75515 -4.28668 1.39381 0.19 -0.03 -0.26
H -1.62877 2.01317 -2.95452 -1.01 0.44 0.61
H -3.44907 -0.40330 -0.08239 0.10 -0.05 -0.36
C 0.84998 -2.32210 -0.40991 -0.38 -0.73 0.94
H 0.96504 -5.65209 2.90427 0.05 0.33 -0.24
H 1.31540 -2.33279 -1.35511 0.24 -0.16 -1.36
H -3.38212 2.31470 -2.38652 0.66 0.35 0.04
H -3.11097 1.13489 0.39067 0.29 0.24 -0.31
C 1.53101 -4.99410 2.24221 0.48 0.67 -0.64
H 1.23400 4.45732 0.01065 -1.12 -0.42 -0.44
H -2.81675 5.25145 1.29433 0.76 -0.08 -0.11
C -2.34202 2.09681 -2.08454 1.12 0.04 -0.45
H 3.45600 -5.81328 2.77378 0.22 -0.57 0.67
H -0.17596 -2.72802 -0.43917 0.34 0.36 -0.38
C -0.66207 5.00316 0.80484 -2.31 -0.99 -0.81
C 1.60129 -3.26240 0.51540 0.35 0.10 -0.07
C -1.76319 3.08496 -1.07162 -0.88 0.37 0.52
H -1.20513 -0.38333 0.57184 0.38 0.31 -0.60
C -0.94081 0.13638 -1.40317 2.92 0.93 -1.08
C 3.68132 -4.27248 1.33084 -1.80 0.09 0.42
H 0.29640 2.72395 -1.56527 -0.64 0.80 0.55
C 0.89798 -4.03602 1.40264 -1.58 -1.40 1.16
C -2.37725 0.68107 -1.54337 0.21 -2.30 -1.13
O -0.08529 0.16468 -2.33097 -2.39 -0.24 1.67
C -2.05694 4.71776 0.69809 0.27 1.02 0.93
C 2.99070 -3.38301 0.49879 0.59 0.01 0.75
H -3.69862 3.87658 -0.28144 0.79 -0.71 -0.07
H 0.81606 -0.95316 1.16008 0.41 0.25 0.36
H 1.02984 1.51440 0.17479 -0.41 0.11 0.11
C 1.98298 -0.03315 -0.36535 -0.24 -0.14 0.51
H 3.52893 -2.65242 -0.06359 0.41 0.10 -0.60
C -0.40095 3.32755 -0.92473 0.84 -1.23 -1.44
C -2.59416 3.81175 -0.19518 -0.35 0.46 -0.65
C 0.12778 4.27924 -0.06461 1.76 0.38 0.86
C 0.79647 -0.89292 0.07684 -1.17 0.75 0.24
N -3.23721 0.52833 -0.40833 -0.59 -0.08 0.54
H -2.74466 -0.00610 -2.39554 0.09 1.08 1.18
H -0.23341 -3.95201 1.43247 1.44 -0.15 -0.01
H -0.29150 5.74997 1.48224 0.14 0.08 0.11
C 2.92675 -5.09792 2.19787 -0.38 0.89 -1.15
O 1.91998 1.25896 -0.08253 -0.21 0.81 0.13
```
Forces are in eV/Å.

multiplicity = 1
total charge = 0
HOMO energy = -9.2 eV
energy above the lowest of the compared OMol25 structures with the same formula, charge and spin = 1.398 eV
structure (SMILES) = N[C@@H](Cc1ccccc1)C(=O)N[C@@H](Cc1ccccc1)C(=O)O



Record 3
ORCA calculation (ωB97M-V/def2-TZVPD) on a 2-piece molecular cluster, C4H9NO2 overall.

XYZ file:
```
16
Properties=species:S:1:pos:R:3:forces:R:3
C -1.88854 -0.63176 0.62917 0.34 -0.26 -0.39
H -0.30157 2.23178 -0.76572 0.18 -0.23 0.15
H 1.93787 -0.52861 -1.99983 0.05 0.14 0.11
H -0.86370 -1.10744 0.52228 -1.08 0.33 0.11
C 0.38648 1.41837 -1.01313 -0.01 -0.10 -0.08
N -2.21723 -0.34927 1.91768 0.05 0.04 0.02
H 1.76900 -0.74660 1.08504 -0.28 -0.17 -0.06
H 1.29080 1.84090 -1.46216 -0.02 -0.09 -0.01
H -1.53338 -0.41754 2.65752 -0.17 0.02 -0.25
H -3.06944 0.16919 2.08360 0.18 -0.11 0.00
O 0.70724 0.73231 0.19439 0.36 -1.27 -0.26
C 2.13966 -0.87743 -0.99467 -0.63 0.04 0.24
H 2.88251 -1.66188 -0.89301 -0.31 -0.01 0.11
O -2.62103 -0.41198 -0.31953 0.52 -0.13 0.51
C 1.49727 -0.41905 0.08709 0.72 1.80 -0.28
H -0.11592 0.75903 -1.72873 0.09 0.00 0.08
```
Forces are in eV/Å.

multiplicity = 1
total charge = 0
HOMO energy = -9.3 eV
energy above the lowest of the compared OMol25 structures with the same formula, charge and spin = 2.125 eV
structure (SMILES) = C=COC.NC=O



Record 4
ORCA calculation (ωB97M-V/def2-TZVPD) on a 7-piece molecular cluster, C24H33Cl4F15O10 overall.

XYZ file:
```
86
Properties=species:S:1:pos:R:3:forces:R:3
H -2.04641 0.28906 2.94190 0.13 0.12 0.03
F 0.03438 -2.29929 -2.82317 0.05 -0.08 0.11
C 7.11909 -2.73343 1.59238 -0.19 -0.39 -0.88
H 1.62130 5.11723 3.33490 0.19 0.14 0.00
H 0.55867 -3.51274 -7.58414 0.02 0.01 0.11
C -2.39479 1.91453 4.34196 0.84 -0.02 -0.76
H 3.18203 -0.47128 4.01998 0.01 -0.12 0.34
F 2.99297 -5.03821 2.12699 -0.07 0.12 0.08
O -6.65763 -1.23134 -3.61906 -0.32 0.14 0.31
C -0.41403 0.25346 -0.07658 -0.53 -0.92 0.02
H 0.56317 0.20787 5.46176 0.01 -0.29 -0.03
H 1.31023 6.82079 2.83953 0.14 -0.03 -0.05
O 0.83689 2.81376 5.95838 0.01 0.11 0.00
O 4.26689 -1.79358 2.42428 -0.05 0.36 -0.14
H -8.26468 0.04725 -6.91462 0.10 -0.19 -0.04
C -4.27868 -1.58712 -3.62711 -0.11 0.24 0.33
C 0.17837 -2.87859 -5.09970 -0.31 0.25 -0.05
H 1.74236 -0.88052 3.18917 -0.11 -0.17 0.20
C 0.29303 3.95250 0.85869 0.03 0.10 0.05
F -3.29031 -1.08674 -4.37312 -0.01 -0.08 -0.02
F 4.16977 2.40465 6.99334 -0.12 0.03 -0.07
H 0.61330 6.16112 4.32907 0.05 0.03 0.04
C 6.51157 -3.25809 2.86807 -0.12 0.99 0.39
O -0.23200 -2.21765 -6.16436 0.38 0.24 -0.30
H 2.01031 -1.65459 4.75049 0.30 0.06 0.10
O 2.36361 1.20822 5.60519 0.41 -0.68 0.13
C 4.20379 -2.98511 2.44994 0.14 -0.04 -0.01
H -7.60145 -1.99370 -5.71635 -0.09 0.12 0.06
H 6.64994 -1.82453 1.21964 0.02 0.14 0.36
C -0.33027 5.46479 2.55616 -0.85 0.65 0.47
H -1.40232 2.29977 4.10050 -0.05 0.22 0.34
H 6.97130 -3.46009 0.78354 0.18 -0.10 0.21
C -5.67082 -1.38922 -4.26703 0.24 -0.05 0.02
F 1.34191 4.97346 -1.01902 -0.05 -0.08 -0.04
O -5.59200 -1.51014 -5.57508 0.06 -0.11 -0.42
H -1.66915 -1.50378 -8.22125 -0.05 -0.12 0.03
H -0.90667 0.82479 0.70073 0.25 0.56 -0.20
C -7.21851 -0.01688 -6.59440 -0.88 -0.21 0.34
F 1.51587 2.83240 -0.82049 -0.02 -0.08 -0.04
F 2.58164 3.35871 8.10279 -0.03 0.05 0.12
F 2.27497 -3.25418 1.13635 -0.05 -0.01 -0.02
H 8.19104 -2.58004 1.69594 0.00 0.08 0.13
C 3.02750 3.08595 6.87725 0.08 0.03 -0.02
F 0.26836 -0.65549 -4.20722 -0.03 0.07 0.02
C -2.79952 1.03604 3.17531 -0.56 -0.40 0.59
O 0.25231 2.98507 1.55687 0.08 -0.26 0.26
H -6.62913 0.41800 -7.39460 0.33 0.06 0.19
C 1.41023 0.42333 4.81561 0.00 1.30 -0.19
F 1.93603 -1.98238 -3.82543 -0.26 0.00 0.01
F 2.05078 -3.45222 3.28019 0.04 -0.32 -0.13
H 7.10734 -4.04382 3.31839 -0.14 -0.22 -0.09
H -3.71585 0.49696 3.41920 -0.04 0.11 -0.20
H -3.07441 2.73890 4.52116 -0.18 -0.07 0.05
H 6.38940 -2.45006 3.59788 0.14 -0.12 -0.05
O 0.00702 5.19622 1.18342 -0.15 -0.07 -0.16
C -6.85408 -1.45928 -6.29465 0.36 0.22 -0.44
H -0.00484 -1.32417 -8.72590 0.17 -0.12 0.20
C 0.70153 3.86685 -0.62485 0.04 0.33 -0.16
O 0.24549 -4.06048 -4.97317 0.20 -0.47 0.05
H -0.86183 4.64022 3.02915 0.51 -0.46 -0.19
H 0.37420 -1.75665 -0.21145 -0.11 -0.13 0.05
H 1.07008 1.13658 4.05743 -0.17 -0.24 -0.05
O 5.19592 -3.81563 2.65638 0.12 -0.85 -0.05
C 2.14043 -0.73082 4.19612 -0.37 0.18 -0.36
C 2.85668 -3.71912 2.24464 0.12 -0.04 -0.07
C -0.76723 -2.06208 -8.47575 -0.28 0.40 -0.52
Cl -2.24599 0.92256 5.80363 -0.08 -0.08 0.19
Cl -1.32731 -1.83846 1.43226 -0.05 -0.15 0.01
F -4.22652 -1.01916 -2.42359 -0.12 -0.07 -0.26
C 0.59260 -1.91931 -3.96670 0.28 0.02 -0.02
H -6.64460 -1.99645 -7.21712 -0.05 -0.13 0.07
H -0.96443 -2.63473 -9.38406 -0.04 -0.01 0.05
H -1.14895 -3.74781 -7.19259 0.03 -0.03 -0.06
Cl -3.07752 2.02104 1.73080 -0.08 0.19 -0.18
C 1.93146 2.33934 6.08616 -0.27 0.16 0.01
H -1.10377 6.23848 2.52652 0.34 0.17 -0.29
C 0.89615 5.92965 3.30261 -0.31 -0.40 0.16
H 0.79466 -0.87391 1.26342 0.00 -0.02 -0.05
F 3.29470 4.24583 6.26086 0.03 0.01 0.00
C 0.00202 -1.06704 0.54083 0.39 0.29 -0.29
H 0.43293 0.72214 -0.56020 0.09 0.26 0.31
H -7.18137 0.55377 -5.66679 0.25 0.21 -0.15
F -0.38516 3.71478 -1.39103 0.08 -0.06 0.06
F -4.08486 -2.90144 -3.47696 0.19 -0.19 -0.05
Cl -1.62909 0.01298 -1.37221 0.01 0.09 0.13
C -0.37999 -2.99767 -7.37801 -0.13 -0.20 0.36
```
Forces are in eV/Å.

multiplicity = 1
total charge = 0
HOMO energy = -10.3 eV
energy above the lowest of the compared OMol25 structures with the same formula, charge and spin = 0.175 eV
structure (SMILES) = CCOC(=O)C(F)(F)F.CCOC(=O)C(F)(F)F.CCOC(=O)C(F)(F)F.CCOC(=O)C(F)(F)F.CCOC(=O)C(F)(F)F.ClCCCl.ClCCCl



Number 1: frontier orbital gap 10.18 eV, F_max 1.72 eV/A. Number 2: frontier orbital gap 9.52 eV, F_max 3.25 eV/A. Number 3: frontier orbital gap 10.17 eV, F_max 1.96 eV/A. Number 4: frontier orbital gap 10.83 eV, F_max 1.32 eV/A.